(1)
Here is C28H29ClN3OS2Si2W as an isolated structure in a non-equilibrium geometry from OMol25. Energies are from ωB97M-V/def2-TZVPD.

Positions of all 67 atoms, in Å:
W 0.6115 0.0694 -0.5194
C -0.7616 -1.5473 2.7520
Si 0.1436 -0.0619 1.9783
C -0.8023 1.3805 2.7674
C 1.8467 -0.0454 2.8676
C 1.9159 -0.0779 4.2665
C 3.1280 -0.0486 4.9443
C 4.3159 0.0086 4.2198
C 4.2663 0.0381 2.8314
C 3.0505 0.0168 2.1318
Si 3.0329 0.1093 0.2117
C 4.0115 1.6852 -0.1742
C 4.2576 -1.2345 -0.3282
H -0.7445 -1.4939 3.8492
H -0.3106 -2.4957 2.4448
H -1.8119 -1.5526 2.4259
H -0.7538 1.3202 3.8619
H -1.8570 1.3595 2.4628
H -0.3853 2.3433 2.4518
H 0.9957 -0.1287 4.8460
H 3.1495 -0.0665 6.0292
H 5.2718 0.0319 4.7341
H 5.2023 0.0772 2.2739
H 4.9156 1.7427 0.4426
H 3.3971 2.5699 0.0224
H 4.3103 1.7104 -1.2299
H 5.2390 -1.0895 0.1426
H 4.3955 -1.2089 -1.4177
H 3.8888 -2.2297 -0.0617
O -1.2376 1.0404 -1.0174
C -2.4187 1.1676 -0.5072
C -2.9186 2.4644 -0.2237
C -4.1640 2.6562 0.3324
C -4.9898 1.5667 0.6297
C -4.5299 0.2950 0.3442
C -3.2708 0.0672 -0.2166
C -2.8381 -1.2896 -0.5530
N -1.7555 -1.6275 -1.2153
C -1.7894 -2.9954 -1.3497
C -2.9033 -3.5010 -0.7579
N -3.5715 -2.4016 -0.2524
H -2.2566 3.2978 -0.4352
H -4.5030 3.6625 0.5515
H -5.9665 1.7116 1.0767
H -5.1851 -0.5450 0.5581
H -0.9939 -3.5277 -1.8500
H -3.2712 -4.5060 -0.6339
H -4.3933 -2.4213 0.3198
Cl 1.6398 -2.0932 -3.5415
C 0.2813 -1.0638 -3.9503
C -0.7339 -1.6465 -4.6949
C -1.8532 -0.9098 -5.0474
C -1.9198 0.4195 -4.6457
C -0.8974 0.9833 -3.9027
C 0.2389 0.2668 -3.4901
C 1.2584 0.8759 -2.6168
H -0.6429 -2.6861 -4.9846
H -2.6564 -1.3684 -5.6141
H -2.7808 1.0228 -4.9129
H -0.9767 2.0136 -3.5778
H 1.2055 1.9589 -2.6282
H 2.2617 0.5404 -2.8739
S 0.6493 4.9874 0.3439
C 0.7759 3.3650 0.1286
N 0.8487 2.2160 -0.0303
S 1.3426 -3.3336 0.1928
C 0.9970 -1.8442 -0.1814

Atoms 1-3, force components in eV/Å:
-0.69 0.27 -0.86
-0.13 -0.19 -0.06
0.25 -0.11 0.62

Relative energy (zero: lowest compared OMol25 entry of this formula, charge and spin): 0.00 kJ/mol
Net charge: -2
E_HOMO (alpha / beta): -0.044 / -0.056 hartree
Max |F|: 1.1 eV Å⁻¹
Calculated total energy: -87800.68963 eV
2S+1: 4
Orbital gap (alpha / beta): 5.71 / 6.01 eV

---

(2)
Here is a 2-piece molecular cluster, C16H21OS overall in a non-equilibrium geometry from OMol25. Energies are from ωB97M-V/def2-TZVPD.

Positions of all 39 atoms, in Å:
C -1.5609 0.4375 -0.9046
C -0.3350 1.2271 -0.7484
C 1.0075 0.8777 -0.9251
C 1.9957 1.9321 -1.0375
C 1.5743 3.3661 -1.1092
C 3.3445 1.6240 -1.1067
C 3.8104 0.3049 -1.0851
C 5.2830 0.0274 -1.1050
C 2.8604 -0.7214 -1.0750
C 1.4921 -0.4802 -1.0113
C 0.5621 -1.6477 -1.0364
H -2.4033 1.1349 -1.0334
H -1.5771 -0.2731 -1.7376
H -1.7814 -0.1122 0.0170
H -0.5442 2.2758 -0.5507
H 2.4622 4.0044 -1.0689
H 1.0504 3.5724 -2.0519
H 0.9190 3.6462 -0.2784
H 4.0692 2.4373 -1.1663
H 5.4713 -1.0498 -1.1093
H 5.7699 0.4619 -1.9889
H 5.7776 0.4581 -0.2237
H 3.2130 -1.7519 -1.1129
H 1.1445 -2.5731 -1.1245
H -0.0489 -1.7225 -0.1262
H -0.1040 -1.5983 -1.9068
C -3.9715 -2.8319 0.7320
O -2.8069 -2.3820 1.4535
C -2.8004 -1.3043 2.2529
C -1.6936 -0.4292 2.2184
S -2.0774 1.0524 2.9202
C -3.6509 0.5367 3.3970
C -3.8916 -0.7801 3.0487
H -3.8315 -3.9132 0.6390
H -4.9264 -2.6125 1.2331
H -3.9613 -2.3940 -0.2776
H -0.7282 -0.6671 1.7850
H -4.3144 1.2094 3.9396
H -4.7979 -1.3415 3.2650

Atoms 1-3, force components in eV/Å:
-0.75 0.34 -0.31
0.88 -0.21 -0.82
-0.28 0.14 0.03

Relative energy (zero: lowest compared OMol25 entry of this formula, charge and spin): 20.41 kJ/mol
Net charge: +1
E_HOMO: -0.395 hartree
Max |F|: 2.1 eV Å⁻¹
Calculated total energy: -29807.08426 eV
Orbital gap: 5.20 eV

---

(3)
Here is an isolated ion of composition C5H6N and charge +1 in a non-equilibrium geometry from OMol25. Energies are from ωB97M-V/def2-TZVPD.

Positions of all 12 atoms, in Å:
C 2.4490 -0.8998 -0.4208
C 1.5005 -0.1281 0.0032
C 0.5440 0.7085 0.2453
C -0.9163 0.6077 -0.3725
C -1.9811 -0.1332 0.0864
N -3.0548 -0.5786 0.1695
H 2.6559 -1.9459 0.0178
H 3.2062 -0.5493 -1.1300
H 0.4937 1.4997 0.9474
H -1.1705 1.7497 -0.2848
H -0.6665 0.3044 -1.4422
H -3.6873 -1.1977 0.5998

Atoms 1-3, force components in eV/Å:
1.13 -1.84 0.81
0.14 -0.03 -0.61
-2.05 -0.84 0.66

Relative energy (zero: lowest compared OMol25 entry of this formula, charge and spin): 370.18 kJ/mol
Net charge: +1
SMILES: C=C=CCC#[NH+]
E_HOMO: -0.514 hartree
Max |F|: 5.2 eV Å⁻¹
Calculated total energy: -6761.34086 eV
Orbital gap: 8.68 eV

---

(4)
Here is C24H28Cl5N2O5SW as an isolated structure in a non-equilibrium geometry from OMol25. Energies are from ωB97M-V/def2-TZVPD.

Positions of all 66 atoms, in Å:
W 2.0330 0.3173 -0.2831
Cl -2.0305 -4.7880 1.4064
C -0.9533 -3.4563 1.4595
C -0.7041 -2.8092 2.6821
Cl -1.4696 -3.3610 4.1152
C 0.1634 -1.7200 2.7565
Cl 0.5091 -0.8898 4.2111
C 0.7600 -1.3101 1.5702
O 1.6321 -0.2628 1.4552
C 0.5295 -1.9518 0.3689
O 1.2417 -1.4328 -0.6512
C -0.3393 -3.0356 0.2794
Cl -0.6001 -3.7822 -1.2373
C 0.6799 8.7866 -0.8940
C 1.6444 7.6277 -0.7071
C 0.9113 6.3042 -0.5309
C 1.8599 5.1273 -0.3677
N 1.1518 3.8627 -0.1928
C 0.7595 3.0645 -1.1665
S 0.0929 1.4987 -0.7363
N 0.8360 3.4136 -2.4395
C 0.5733 2.5697 -3.6023
C 1.8416 2.0681 -4.3145
C 1.7676 0.5779 -4.6476
C 2.2545 -0.2882 -3.4966
H 1.2031 9.7318 -1.0190
H 0.0187 8.8875 -0.0337
H 0.0529 8.6380 -1.7732
H 2.2826 7.8075 0.1617
H 2.3214 7.5612 -1.5646
H 0.2513 6.1298 -1.3867
H 0.2566 6.3487 0.3423
H 2.5006 5.2495 0.5061
H 2.5418 5.0272 -1.2194
H 1.0992 3.4625 0.7327
H 1.2239 4.3274 -2.6297
H -0.0529 3.1548 -4.2764
H -0.0383 1.7350 -3.2581
H 2.7102 2.2630 -3.6799
H 1.9881 2.6447 -5.2279
H 2.3649 0.3563 -5.5346
H 0.7424 0.3097 -4.9126
H 3.3333 -0.2555 -3.3924
H 1.9203 -1.3240 -3.5191
H 1.8352 0.1464 -2.5602
C 5.8177 -0.0270 -2.7383
C 5.6354 -1.3802 -2.1056
C 6.2618 -2.5016 -2.6413
C 6.0725 -3.7508 -2.0812
Cl 6.8524 -5.1215 -2.7962
C 5.2644 -3.9364 -0.9662
C 4.6477 -2.8328 -0.4071
C 4.8428 -1.5876 -0.9796
O 4.1413 -0.5013 -0.3939
C 4.8524 0.6675 0.1207
C 3.7024 1.6369 0.0043
O 3.1488 1.8218 -1.1907
O 2.9519 1.9201 0.9918
H 5.9086 -0.1299 -3.8188
H 6.7322 0.4564 -2.3893
H 4.9810 0.6410 -2.5352
H 6.8886 -2.3996 -3.5157
H 5.1309 -4.9231 -0.5518
H 4.0129 -2.9274 0.4630
H 5.7607 0.9291 -0.4138
H 5.0760 0.4964 1.1764

Atoms 1-3, force components in eV/Å:
1.14 0.78 1.02
-0.02 -0.02 0.00
0.00 -0.01 -0.09

Relative energy (zero: lowest compared OMol25 entry of this formula, charge and spin): 95.49 kJ/mol
Net charge: +1
E_HOMO: -0.394 hartree
Max |F|: 1.7 eV Å⁻¹
Calculated total energy: -113827.99931 eV
Orbital gap: 6.85 eV

---

(5)
Here is C37H38N7O6PbS3 as an isolated structure in a non-equilibrium geometry from OMol25. Energies are from ωB97M-V/def2-TZVPD.

Positions of all 92 atoms, in Å:
Pb -0.2843 0.1866 -0.6294
C 0.4747 0.5760 3.6985
C 1.1098 1.4259 2.6309
N 2.0642 0.8874 1.9774
N 3.0147 1.3632 1.2671
C 3.4168 1.3262 0.0721
S 2.5215 0.8350 -1.4363
S 5.1454 1.6796 -0.1458
C 5.1577 2.9224 -1.4945
C 4.8333 4.3074 -1.0211
C 3.5119 4.7072 -0.8268
C 3.2290 5.9938 -0.3937
C 4.2554 6.8951 -0.1523
C 5.5722 6.5035 -0.3388
C 5.8566 5.2160 -0.7669
C 0.5847 2.7784 2.3652
C 0.2459 3.6516 3.3959
C -0.2321 4.9250 3.1403
C -0.3979 5.3332 1.8175
C -0.1180 4.4715 0.7787
C 0.3760 3.1666 1.0095
O 0.5817 2.3448 0.0271
H 1.0728 -0.3192 3.8553
H 0.3983 1.1308 4.6352
H -0.5326 0.2789 3.4019
H 6.1720 2.8701 -1.8877
H 4.4524 2.5701 -2.2433
H 2.7033 4.0078 -1.0092
H 2.2017 6.2930 -0.2384
H 4.0309 7.9024 0.1760
H 6.3801 7.2008 -0.1531
H 6.8879 4.9135 -0.9120
H 0.3833 3.3390 4.4256
H -0.4726 5.5950 3.9563
H -0.7589 6.3328 1.6021
H -0.2903 4.7550 -0.2536
C -3.6633 2.5093 5.5271
C -4.6112 1.8301 4.5253
C -5.6728 2.8396 4.0564
C -5.3204 0.6619 5.2124
C -3.7798 1.3782 3.3351
C -3.2483 2.3207 2.4632
C -2.4500 1.9029 1.4173
N -2.1296 0.6320 1.2123
C -2.6642 -0.2978 2.0042
C -3.4924 0.0442 3.0687
C -2.3565 -1.7086 1.6456
C -2.9728 -2.7901 2.2589
C -2.7000 -4.0910 1.8418
C -1.7924 -4.2389 0.8028
C -1.2084 -3.1118 0.2407
N -1.4808 -1.8813 0.6500
C -3.4028 -5.2671 2.5056
C -3.0990 -5.2583 4.0108
C -2.9480 -6.6116 1.9326
C -4.9174 -5.1309 2.2848
H -4.2343 2.9313 6.3575
H -3.1050 3.3131 5.0448
H -2.9442 1.7919 5.9287
H -6.3839 3.0300 4.8626
H -6.2159 2.4580 3.1903
H -5.2207 3.7912 3.7784
H -5.9234 1.0412 6.0385
H -4.6089 -0.0572 5.6229
H -5.9841 0.1484 4.5138
H -3.4353 3.3786 2.5805
H -2.0600 2.6199 0.7104
H -3.9093 -0.7334 3.6913
H -3.6878 -2.6239 3.0529
H -1.5246 -5.2079 0.4089
H -0.5007 -3.1982 -0.5732
H -2.0245 -5.3371 4.1847
H -3.5910 -6.1069 4.4907
H -3.4554 -4.3452 4.4887
H -1.8795 -6.7668 2.0898
H -3.1636 -6.6823 0.8655
H -3.4847 -7.4167 2.4366
H -5.3123 -4.2352 2.7655
H -5.4318 -5.9984 2.7034
H -5.1444 -5.0747 1.2190
O 3.0352 -0.7285 -1.6398
S 1.9919 -1.8716 -1.0573
O 2.7583 -3.0753 -1.1194
O 1.6310 -1.4127 0.2817
O 0.8388 -1.8094 -1.9576
O -2.1237 1.0135 -2.2989
N -3.1097 1.2539 -1.5444
C -4.2181 1.7077 -2.0791
C -5.2893 1.9655 -1.1710
N -6.1666 2.1827 -0.4554
C -4.4649 1.9671 -3.4622
N -4.6678 2.1799 -4.5751

Atoms 1-3, force components in eV/Å:
-0.78 0.55 0.03
-0.01 -0.07 -0.17
0.10 0.15 -0.25

Relative energy (zero: lowest compared OMol25 entry of this formula, charge and spin): 11.02 kJ/mol
Net charge: -1
E_HOMO: -0.192 hartree
Max |F|: 1.1 eV Å⁻¹
Calculated total energy: -99455.63170 eV
Orbital gap: 6.99 eV

---

Question: Which of these has the highest relative energy (zero: lowest compared OMol25 entry of this formula, charge and spin)?
Answer: C5H6N